# 1
DFT (the ωB97M-V functional and the def2-TZVPD basis) results for 6 unconnected molecules or ions with the total composition C40H87F3N2O27P6S2.

Structure (ORCA input):
```
! wB97M-V def2-TZVPD RIJCOSX def2/J DEFGRID3
* xyz 0 1
C -2.514 -0.389 -7.152
C -2.976 -0.149 -5.623
C -3.315 -1.521 -4.846
C -2.103 -2.588 -4.912
C -1.425 -2.802 -3.478
C -0.841 -1.435 -2.867
C -0.932 -1.573 -1.258
C 0.038 -2.801 -0.838
C 0.421 -2.555 0.711
C -0.883 -2.555 1.680
C -0.863 -1.305 2.695
C -2.173 -0.368 2.568
C -1.928 0.972 1.723
C -1.760 2.296 2.654
P -0.203 1.925 3.725
O -0.532 1.005 4.908
O -2.860 2.329 3.603
S -4.348 2.539 2.866
O -4.938 1.183 2.641
O -5.221 3.217 3.902
C -4.309 3.641 1.369
N -5.273 3.307 0.302
C -6.677 3.590 0.654
C -7.501 4.508 -0.383
O -7.282 3.200 1.657
C -5.057 2.027 -0.360
C -6.217 0.911 -0.223
O -4.095 1.706 -1.080
C -2.828 3.974 0.811
C -1.624 3.649 1.809
C -0.334 3.416 0.842
C -0.130 4.762 -0.052
O -0.352 4.502 -1.450
C 1.426 5.185 0.063
F 1.744 5.599 1.386
F 1.724 6.313 -0.747
F 2.300 4.136 -0.257
N -1.208 4.760 2.719
C -2.185 5.386 3.250
S -3.489 6.146 3.923
H -3.237 0.057 -7.913
H -2.465 -1.514 -7.385
H -1.450 0.008 -7.269
H -2.063 0.295 -5.092
H -3.847 0.592 -5.587
H -3.423 -1.230 -3.745
H -4.318 -1.965 -5.155
H -2.543 -3.596 -5.252
H -1.282 -2.293 -5.641
H -2.262 -3.154 -2.774
H -0.639 -3.632 -3.466
H 0.262 -1.293 -3.108
H -1.440 -0.513 -3.150
H -1.990 -1.904 -0.985
H -0.676 -0.608 -0.709
H 0.968 -2.788 -1.494
H -0.482 -3.797 -0.996
H 1.015 -1.581 0.737
H 1.123 -3.402 1.039
H -0.832 -3.496 2.332
H -1.856 -2.642 1.088
H 0.039 -0.674 2.418
H -0.830 -1.677 3.765
H -2.637 -0.209 3.589
H -2.936 -0.988 1.970
H -0.995 0.786 1.081
H -2.796 1.074 0.999
H 0.347 3.195 4.081
H 0.758 1.282 2.863
H -4.670 4.659 1.768
H -8.200 3.795 -0.952
H -6.826 5.105 -1.071
H -8.200 5.172 0.238
H -6.981 0.976 -1.065
H -6.684 0.881 0.807
H -5.688 -0.099 -0.365
H -2.784 5.105 0.605
H -2.592 3.479 -0.181
H 0.633 3.305 1.427
H -0.508 2.587 0.086
H -0.712 5.649 0.340
H 0.177 3.717 -1.729
C 3.756 -0.356 3.195
O 3.943 0.667 2.219
P 5.127 0.502 1.152
O 5.317 -0.869 0.635
O 6.406 1.130 1.889
C 7.075 0.339 2.862
O 4.777 1.591 0.040
C 4.506 2.928 0.446
H 2.756 -0.777 3.081
H 4.489 -1.158 3.102
H 3.843 0.087 4.188
H 7.128 -0.707 2.554
H 6.557 0.416 3.820
H 8.090 0.721 2.980
H 5.284 3.302 1.115
H 3.539 2.977 0.941
H 4.479 3.558 -0.441
C -8.001 3.555 -8.058
O -7.941 3.222 -6.677
P -7.259 1.836 -6.249
O -6.046 1.476 -7.013
O -8.455 0.771 -6.338
C -8.823 0.280 -7.618
O -7.036 2.001 -4.679
C -8.129 2.415 -3.872
H -7.459 4.488 -8.221
H -7.567 2.779 -8.691
H -9.046 3.698 -8.340
H -7.946 0.112 -8.246
H -9.496 0.989 -8.106
H -9.347 -0.667 -7.488
H -9.018 1.814 -4.073
H -8.348 3.470 -4.050
H -7.853 2.287 -2.825
C 4.498 3.466 -3.621
O 5.156 3.090 -4.824
P 5.215 1.535 -5.214
O 3.979 0.775 -4.937
O 6.525 0.995 -4.465
C 6.435 0.718 -3.074
O 5.658 1.556 -6.745
C 6.796 2.322 -7.118
H 3.670 4.134 -3.864
H 4.108 2.604 -3.075
H 5.208 3.997 -2.984
H 5.478 0.256 -2.822
H 6.560 1.642 -2.506
H 7.236 0.029 -2.804
H 7.649 2.100 -6.473
H 6.563 3.387 -7.071
H 7.062 2.068 -8.145
C 3.914 -6.724 4.139
O 3.007 -7.133 3.123
P 1.528 -6.514 3.117
O 1.452 -5.074 3.455
O 0.699 -7.483 4.089
C 0.846 -7.314 5.491
O 0.974 -6.888 1.671
C 1.071 -8.236 1.227
H 4.783 -6.257 3.672
H 3.464 -6.014 4.836
H 4.240 -7.606 4.694
H 0.907 -6.257 5.759
H 1.743 -7.834 5.834
H -0.022 -7.750 5.985
H 0.683 -8.927 1.979
H 2.109 -8.481 0.998
H 0.478 -8.343 0.318
C 6.222 -0.765 8.301
O 6.897 -1.719 7.490
P 6.062 -2.503 6.369
O 5.071 -1.684 5.641
O 5.455 -3.767 7.146
C 4.309 -3.567 7.962
O 7.193 -3.153 5.453
C 8.233 -3.900 6.073
H 6.685 0.213 8.158
H 5.160 -0.691 8.059
H 6.327 -1.057 9.347
H 3.607 -2.872 7.496
H 4.613 -3.185 8.939
H 3.810 -4.526 8.100
H 7.826 -4.640 6.765
H 8.911 -3.230 6.604
H 8.793 -4.422 5.297
*
```

Atom charges from the Löwdin analysis, given in e for atoms 1 to 99: C -0.1278; C -0.2389; C -0.2101; C -0.2126; C -0.2193; C -0.1967; C -0.2092; C -0.2061; C -0.1932; C -0.1753; C -0.1870; C -0.1787; C -0.1446; C -0.4594; P 0.8344; O -0.4264; O -0.2254; S 0.7911; O -0.2832; O -0.3329; C -0.2587; N 0.0138; C -0.3827; C 0.0089; O 0.1045; C -0.3657; C 0.0055; O 0.0603; C -0.0486; C -0.3938; C -0.0511; C -0.2199; O -0.0217; C -0.3680; F 0.0634; F 0.0769; F 0.0538; N 0.0752; C -0.6131; S 0.7520; H 0.0652; H 0.0660; H 0.0714; H 0.0901; H 0.0889; H 0.0931; H 0.1063; H 0.1074; H 0.1032; H 0.1102; H 0.1108; H 0.1137; H 0.0865; H 0.1001; H 0.0949; H 0.1108; H 0.1081; H 0.0984; H 0.0996; H 0.1001; H 0.0951; H 0.0570; H 0.1130; H 0.1098; H 0.1128; H 0.1003; H 0.0997; H 0.0258; H 0.0292; H 0.1266; H 0.0832; H 0.0863; H 0.0990; H 0.0802; H 0.0759; H 0.1049; H 0.1412; H 0.1253; H 0.1081; H 0.1337; H 0.1597; H 0.1217; C -0.1059; O -0.2308; P 0.3984; O -0.2318; O -0.2222; C -0.0998; O -0.2036; C -0.1023; H 0.0842; H 0.0733; H 0.0805; H 0.0899; H 0.0840; H 0.0893; H 0.0959; H 0.0706; H 0.0748

# 2
DFT (the ωB97M-V functional and the def2-TZVPD basis) results for 5 unconnected molecules or ions with the total composition C40H87N5O5.

Structure (ORCA input):
```
! wB97M-V def2-TZVPD RIJCOSX def2/J DEFGRID3
* xyz 0 1
C 0.349 -1.832 -0.096
C -0.953 -1.061 -0.452
C -0.688 0.069 -1.415
O -0.407 -0.410 -2.732
C -0.054 0.546 -3.690
N -1.910 -1.940 -1.033
H 0.977 -2.308 -0.849
H 0.170 -2.454 0.782
H 0.953 -1.006 0.280
H -1.209 -0.646 0.523
H 0.142 0.612 -0.963
H -1.497 0.794 -1.503
H -0.362 1.587 -3.593
H -0.503 0.142 -4.597
H 1.027 0.672 -3.627
H -1.885 -1.699 -2.014
H -1.538 -2.879 -1.032
C 3.474 -0.059 -3.089
C 3.075 0.859 -1.857
C 2.130 -0.094 -1.052
C 2.914 -1.056 -0.156
C 3.848 -0.209 0.757
C 4.869 0.676 -0.056
N 4.115 1.477 -1.082
O 4.856 2.435 -1.732
C 5.567 1.680 0.906
C 5.940 -0.278 -0.655
C 2.075 1.885 -2.365
H 4.274 -0.789 -2.969
H 3.871 0.636 -3.829
H 2.643 -0.451 -3.674
H 1.607 0.532 -0.329
H 1.513 -0.784 -1.628
H 3.430 -1.812 -0.747
H 2.190 -1.606 0.445
H 4.285 -0.578 1.685
H 3.310 0.537 1.341
H 6.442 2.140 0.448
H 4.776 2.409 1.080
H 5.946 1.388 1.886
H 6.597 -0.687 0.112
H 5.596 -1.244 -1.025
H 6.491 0.235 -1.444
H 1.483 2.315 -1.557
H 1.393 1.592 -3.163
H 2.609 2.805 -2.603
H 5.286 1.959 -2.447
C -1.202 4.534 -1.863
C -2.109 3.459 -2.536
C -2.294 2.211 -1.444
C -3.146 2.485 -0.279
C -4.538 2.997 -0.697
C -4.467 4.089 -1.756
N -3.512 3.797 -2.849
O -3.638 4.617 -3.994
C -5.850 4.333 -2.354
C -4.086 5.392 -1.099
C -1.400 2.937 -3.733
H -1.410 5.577 -2.099
H -0.190 4.589 -2.265
H -1.154 4.322 -0.795
H -2.618 1.357 -2.038
H -1.382 1.816 -0.997
H -2.581 3.163 0.360
H -3.279 1.578 0.311
H -4.954 3.264 0.275
H -5.258 2.264 -1.063
H -6.643 4.542 -1.636
H -5.990 5.228 -2.960
H -6.147 3.534 -3.034
H -4.960 5.774 -0.571
H -3.255 5.222 -0.415
H -3.959 6.296 -1.694
H -0.328 2.784 -3.608
H -1.511 3.633 -4.564
H -1.789 2.029 -4.194
H -3.154 5.373 -3.655
C -2.871 -4.726 -0.207
C -2.394 -5.138 1.125
C -2.372 -6.656 1.110
C -1.325 -7.317 0.259
C 0.056 -6.783 0.582
C 0.201 -5.246 0.708
N -1.047 -4.617 1.334
O -0.903 -3.335 1.815
C 1.493 -4.867 1.478
C 0.502 -4.725 -0.736
C -3.381 -4.708 2.255
H -2.450 -5.168 -1.110
H -2.516 -3.698 -0.275
H -3.959 -4.774 -0.159
H -2.190 -6.928 2.150
H -3.295 -7.234 1.057
H -1.342 -7.299 -0.831
H -1.389 -8.379 0.498
H 0.606 -7.198 -0.262
H 0.410 -7.237 1.508
H 1.621 -5.425 2.406
H 2.380 -5.164 0.920
H 1.708 -3.799 1.496
H 0.720 -3.659 -0.787
H 1.403 -5.221 -1.095
H -0.320 -4.918 -1.425
H -4.356 -5.141 2.032
H -3.558 -3.633 2.299
H -3.133 -5.037 3.264
H -0.977 -3.404 2.770
C 0.610 1.262 5.132
C 1.409 1.884 3.972
C 2.429 0.878 3.328
C 1.667 -0.199 2.584
C 0.950 0.501 1.423
C -0.171 1.429 1.894
N 0.467 2.313 2.871
O -0.423 3.339 3.340
C -0.586 2.302 0.685
C -1.385 0.657 2.388
C 2.211 3.050 4.416
H 1.293 0.792 5.840
H -0.160 1.920 5.535
H 0.156 0.306 4.872
H 3.098 1.310 2.584
H 3.121 0.486 4.073
H 2.334 -0.946 2.154
H 1.044 -0.807 3.240
H 0.443 -0.260 0.829
H 1.747 0.991 0.865
H -1.197 3.190 0.848
H -1.343 1.692 0.192
H 0.219 2.667 0.047
H -2.152 0.399 1.658
H -1.889 1.069 3.262
H -1.054 -0.278 2.839
H 2.937 2.715 5.156
H 2.709 3.658 3.661
H 1.669 3.719 5.085
H 0.112 4.099 3.102
*
```

Properties
Energy above the lowest of the compared OMol25 structures with the same formula, charge and spin = 17.453 eV

Atom charges from the Löwdin analysis, given in e for atoms 1 to 99: C -0.1240; C -0.3279; C -0.2058; O -0.1319; C -0.1320; N 0.0844; H 0.0838; H 0.0742; H -0.0121; H 0.1038; H 0.0875; H 0.0326; H -0.0039; H 0.1235; H 0.0309; H 0.0816; H 0.0341; C -0.0028; C -0.4252; C -0.1759; C -0.1455; C -0.1216; C -0.4321; N -0.1148; O 0.0148; C -0.0323; C -0.0356; C -0.0327; H 0.0727; H 0.0733; H 0.0796; H 0.0505; H 0.1135; H 0.1208; H 0.0585; H 0.1300; H 0.0401; H 0.0770; H 0.0815; H 0.0827; H 0.0827; H 0.0618; H 0.0768; H 0.0829; H 0.0174; H 0.0943; H 0.0920; C -0.0037; C -0.3739; C -0.1659; C -0.1771; C -0.0940; C -0.5102; N -0.1053; O 0.0051; C -0.0505; C -0.0494; C -0.0586; H 0.0785; H 0.0803; H 0.0598; H 0.1388; H 0.0235; H 0.0871; H 0.1272; H 0.1258; H 0.1229; H 0.0871; H 0.0787; H 0.0897; H 0.0857; H 0.0778; H 0.0871; H 0.0698; H 0.1047; H 0.1032; H 0.0812; C -0.0435; C -0.5221; C -0.1633; C -0.1955; C -0.1424; C -0.4015; N -0.0904; O -0.0401; C -0.0267; C -0.0421; C -0.0181; H 0.0875; H 0.0429; H 0.0976; H 0.1169; H 0.1257; H 0.1095; H 0.1140; H 0.1146; H 0.1151; H 0.0830; H 0.0820

Number 1: highest occupied orbital energy -9.592 eV, HOMO-LUMO gap 9.03 eV. Number 2: highest occupied orbital energy -7.853 eV, HOMO-LUMO gap 8.37 eV.